Entry 1:
{"formula": "C15H15N16O3RuS", "method": "wB97M-V/def2-TZVPD", "homo_ha": -0.1506, "largest_force_ev_per_a": 3.03, "lumo_ev": 2.1215, "charge": -1, "relative_energy_kj_mol": 0.0, "e_tot_ev": -59200.7679, "homo_lumo_gap_ev": 6.22, "elements": ["Ru", "O", "N", "C", "C", "C", "C", "C", "S", "H", "H", "H", "H", "N", "C", "N", "C", "N", "C", "C", "N", "C", "C", "N", "H", "H", "H", "H", "H", "N", "C", "N", "N", "N", "N", "C", "N", "N", "N", "N", "H", "N", "C", "C", "O", "O", "H", "H", "H", "H", "H"], "xyz": [[0.20939, 0.60280, -0.16274], [0.32947, -1.42094, 0.90393], [1.51361, -2.01150, 0.87058], [1.53252, -3.35990, 0.90186], [2.69849, -4.06715, 0.96348], [3.90368, -3.35622, 0.99297], [3.87476, -1.99288, 0.92324], [2.66022, -1.27387, 0.84112], [2.55519, 0.41130, 0.71453], [0.55199, -3.80839, 0.89153], [2.66654, -5.14671, 0.98129], [4.84863, -3.87944, 1.07229], [4.78452, -1.40888, 0.92378], [-0.97270, 2.14232, 3.57310], [-0.88622, 1.05036, 2.78878], [-0.33301, 1.41451, 1.65955], [-0.11094, 2.73199, 1.80187], [-0.47356, 3.22879, 2.95287], [0.50402, 3.42975, 0.65711], [0.72004, 4.79388, 0.61151], [1.24817, 5.38473, -0.46113], [1.55158, 4.59486, -1.47977], [1.34355, 3.22112, -1.44418], [0.82608, 2.64311, -0.36726], [-1.33931, 2.22578, 4.50274], [-1.19457, 0.05168, 3.05123], [0.44724, 5.41197, 1.45853], [1.97302, 5.06527, -2.36041], [1.58769, 2.57313, -2.27658], [-1.13622, 0.85816, -3.31896], [-1.89197, 1.36378, -2.27753], [-3.07181, 1.94105, -2.44285], [-3.43943, 2.30586, -1.19297], [-2.53301, 1.96527, -0.33717], [-1.51995, 1.36100, -1.01228], [0.03631, 0.12453, -3.17951], [0.65288, -0.44205, -4.20000], [1.70908, -1.07573, -3.63163], [1.71884, -0.88499, -2.35567], [0.65512, -0.09961, -2.03479], [-1.57171, 0.82855, -4.22234], [-2.80921, -2.45935, 1.69172], [-2.72366, -3.39915, 0.57327], [-2.55392, -2.68550, -0.76580], [-2.85272, -3.21062, -1.80469], [-2.06486, -1.45525, -0.68162], [-3.71066, -1.99915, 1.70621], [-1.82716, -1.28717, 0.24811], [-2.66446, -2.91922, 2.57862], [-3.58491, -4.06072, 0.47323], [-1.83664, -4.02117, 0.70083]], "forces_ev_per_angstrom": [[2.3, 1.7, 1.0], [-0.7, -0.1, -0.2], [0.0, 0.1, -0.2], [0.0, 0.0, 0.0], [0.0, 0.0, 0.0], [0.0, -0.1, 0.0], [-0.1, 0.2, 0.0], [0.2, -0.2, 0.0], [-0.4, -0.2, -0.1], [0.0, 0.0, -0.1], [0.0, 0.0, 0.0], [0.0, 0.0, -0.1], [0.0, 0.0, 0.0], [0.0, -0.2, 0.0], [0.1, 0.1, 0.1], [-0.2, -0.7, 0.0], [0.5, 0.7, -0.9], [-0.2, 0.1, 0.3], [-0.3, 0.2, 0.8], [0.2, 0.2, -0.2], [-0.2, 0.1, 0.4], [0.1, -0.2, -0.1], [0.2, 0.0, -0.2], [-0.9, -0.9, -0.6], [0.0, 0.0, 0.0], [0.0, 0.0, 0.0], [0.0, 0.0, 0.0], [0.0, -0.1, 0.0], [0.0, 0.0, 0.0], [0.3, 0.1, 0.1], [0.1, -0.1, -0.4], [-0.2, 0.1, 0.2], [0.2, -0.1, -0.1], [0.0, -0.1, -0.2], [-0.5, -0.6, 0.5], [-0.6, 0.2, -0.2], [0.3, -0.2, 0.0], [-0.2, 0.1, 0.1], [-0.1, 0.2, -0.2], [0.6, -0.2, 0.2], [0.0, 0.0, 0.0], [0.0, 0.0, -0.2], [0.0, 0.1, 0.1], [0.0, 0.1, 0.1], [0.0, 0.0, 0.0], [-0.3, -0.4, -0.3], [0.0, 0.0, 0.0], [0.1, 0.1, 0.0], [0.0, 0.0, 0.0], [0.0, -0.1, 0.0], [0.0, 0.0, 0.0]]}

***

Entry 2:
{"formula": "C28H40F6N6O9S4SiV", "method": "wB97M-V/def2-TZVPD", "homo_ha": [-0.0848, -0.1071], "largest_force_ev_per_a": 2.23, "lumo_ev": [3.1934, 3.1933], "charge": -2, "spin_multiplicity": 4, "e_tot_ev": -150270.6612, "homo_lumo_gap_ev": [5.50, 6.11], "elements": ["V", "F", "C", "F", "F", "S", "O", "O", "N", "S", "O", "O", "C", "F", "F", "F", "C", "C", "C", "C", "O", "Si", "S", "O", "C", "C", "C", "C", "O", "C", "C", "C", "C", "H", "H", "H", "H", "H", "H", "H", "H", "H", "H", "H", "H", "H", "H", "H", "H", "H", "H", "H", "H", "H", "H", "H", "H", "H", "H", "H", "N", "C", "N", "C", "N", "C", "N", "C", "N", "O", "H", "H", "H", "H", "H", "H", "C", "C", "O", "S", "C", "C", "C", "C", "C", "C", "C", "C", "H", "H", "H", "H", "H", "H", "H"], "xyz": [[-12.96435, 1.76931, 16.58969], [-17.02098, 4.85346, 17.22387], [-17.73489, 3.89912, 16.59802], [-18.01830, 4.15601, 15.33130], [-18.85662, 3.89749, 17.35536], [-16.97855, 2.14421, 16.67654], [-12.91154, 2.83714, 18.22565], [-17.06212, 1.79556, 18.13853], [-18.24797, 1.59819, 15.78461], [-17.78484, 0.40020, 14.81436], [-13.83133, 0.70093, 15.08638], [-18.61189, 0.35284, 13.61684], [-18.42714, -1.02145, 15.88818], [-19.73405, -1.20103, 15.83682], [-18.06673, -0.77741, 17.17551], [-18.01411, -2.22380, 15.44004], [-10.08856, 1.44405, 17.88318], [-9.93493, 0.37995, 16.79294], [-10.13178, -0.99458, 17.33743], [-8.54759, 0.54419, 16.17018], [-11.05067, 0.66751, 15.89153], [-11.06819, 0.21901, 14.26567], [-13.09030, 0.66770, 13.71945], [-9.80692, 0.97755, 13.50108], [-9.56713, 2.34815, 13.11510], [-8.06885, 2.42349, 12.84547], [-10.45131, 2.65788, 11.93620], [-9.86633, 3.36004, 14.20472], [-10.55570, -1.35933, 14.27581], [-10.14634, -2.27545, 13.27299], [-10.40216, -3.65873, 13.79061], [-8.65439, -2.17389, 13.16270], [-10.81262, -1.95195, 11.94117], [-9.24149, 1.40106, 18.59799], [-11.00440, 1.22768, 18.46396], [-10.15709, 2.42383, 17.45913], [-9.43828, -1.13328, 18.18870], [-9.97040, -1.71360, 16.54268], [-11.19863, -1.04543, 17.65234], [-7.77454, 0.41163, 16.93303], [-8.40794, 1.54426, 15.77008], [-8.39070, -0.18480, 15.37712], [-7.75243, 1.70084, 12.08085], [-7.56342, 2.09414, 13.77275], [-7.78501, 3.45081, 12.65848], [-10.14081, 2.04121, 11.09833], [-10.37825, 3.70416, 11.60899], [-11.48388, 2.47409, 12.20420], [-9.18225, 3.30757, 15.05923], [-10.90311, 3.24954, 14.59340], [-9.82771, 4.36668, 13.83756], [-9.86246, -3.80784, 14.73933], [-10.04243, -4.42299, 13.10341], [-11.46715, -3.83066, 13.97124], [-8.17309, -2.28761, 14.13242], [-8.35943, -1.24014, 12.69841], [-8.27958, -3.00025, 12.51660], [-11.90648, -1.95670, 12.10000], [-10.57348, -2.76982, 11.23430], [-10.50233, -0.98448, 11.62209], [-11.37046, 6.44210, 12.84503], [-12.24168, 5.88257, 13.34555], [-13.36043, 5.35546, 13.82204], [-13.20096, 4.33082, 14.62857], [-13.12532, 3.46998, 15.40391], [-14.87843, -1.68708, 16.67190], [-15.27874, -0.60267, 17.58295], [-14.38282, 0.03756, 18.34199], [-14.81547, 0.71644, 19.44283], [-13.13067, 0.00386, 18.07687], [-15.32453, -2.64662, 16.97679], [-13.78876, -1.75208, 16.78987], [-15.14832, -1.44228, 15.65131], [-16.24094, -0.55255, 17.83711], [-15.66651, 1.25628, 19.30363], [-14.05737, 1.20034, 19.95484], [-8.25122, -0.09566, 25.91254], [-9.65608, 0.37157, 25.56842], [-10.57775, -0.22218, 25.12053], [-9.69358, 2.16968, 25.75478], [-10.64941, 2.57734, 24.26805], [-9.96482, 3.15899, 23.20629], [-10.60804, 3.45908, 22.04171], [-11.99131, 3.15399, 21.82994], [-12.61349, 2.50057, 22.89709], [-11.97444, 2.21103, 24.09546], [-12.62409, 3.35053, 20.58385], [-12.78710, 3.07893, 19.40581], [-8.16868, -1.16271, 26.07464], [-7.90237, 0.45043, 26.78571], [-7.63496, 0.21550, 25.11013], [-8.89674, 3.26452, 23.28020], [-10.03490, 3.91739, 21.27219], [-13.65923, 2.25955, 22.77028], [-12.48634, 1.71925, 24.91616]], "forces_ev_per_angstrom": [[0.0, -1.3, -0.7], [0.8, 0.0, -1.2], [-0.5, -1.1, 1.8], [0.2, 1.0, 0.4], [-0.5, -0.3, -0.8], [-0.3, 0.7, 0.1], [-0.5, 0.7, -0.4], [-0.4, 0.4, -0.9], [0.2, 0.0, 0.8], [1.4, -0.4, 0.6], [-0.7, -0.1, 1.7], [-0.8, -0.1, -0.5], [-0.6, 0.1, -0.7], [-1.4, 0.9, 0.6], [-0.2, -1.0, -0.6], [1.6, -0.1, 0.5], [0.0, -1.2, 1.1], [0.2, 1.4, 0.5], [-0.7, -0.2, 0.7], [-0.1, -0.1, -0.3], [0.1, -0.1, -0.8], [0.4, 0.1, 0.4], [1.3, -0.1, -1.8], [-0.5, -0.1, -0.1], [0.1, 0.2, 0.4], [0.1, -0.9, 0.5], [0.4, 0.4, -0.7], [-1.1, -0.5, 1.3], [-0.5, 0.4, 0.3], [0.4, 0.6, 0.2], [-0.8, -0.8, 0.6], [1.1, -0.4, -1.0], [-0.9, -1.7, 0.7], [-0.3, 0.1, -0.4], [0.4, 0.2, -0.2], [0.0, 0.7, -0.3], [-0.4, -0.2, -0.4], [0.2, -0.3, 0.1], [0.8, -0.2, 0.1], [-0.2, -0.2, 0.1], [-0.1, 0.0, -0.1], [0.1, 0.0, -0.1], [-0.1, 0.5, -0.2], [-0.1, 0.2, -0.3], [0.2, 0.1, -0.4], [-0.2, -0.3, -0.2], [0.1, -0.2, 0.2], [-0.3, -0.1, 0.0], [-0.1, -0.2, -0.1], [0.7, -0.1, -0.2], [0.2, 0.5, -0.5], [-0.2, 0.1, -0.2], [0.0, 0.0, -0.2], [0.0, 0.0, 0.0], [-0.1, 0.1, 0.1], [0.1, 0.3, 0.1], [-0.1, 0.5, 0.3], [0.4, 0.1, -0.2], [0.0, 0.7, 0.0], [0.3, 0.7, -0.6], [1.3, 0.6, -0.5], [-1.5, -0.4, 0.3], [0.5, -0.9, 0.5], [-0.2, 1.0, -0.2], [0.1, 0.0, -0.1], [0.4, 0.4, 0.6], [0.4, -0.8, -0.2], [1.6, 0.1, 0.1], [0.5, 0.3, 0.4], [-1.2, 0.1, -0.1], [0.0, 0.4, 0.0], [-0.3, -0.1, -0.4], [0.1, 0.0, -0.1], [-0.3, 0.2, 0.3], [-0.2, -0.1, 0.0], [-0.7, -0.3, -0.7], [-1.0, -0.5, 0.9], [1.0, 1.1, 0.1], [-0.2, -1.1, -0.1], [-0.6, 0.4, -0.7], [0.3, -0.5, 0.6], [0.1, -0.4, 0.5], [-1.1, 0.0, -0.3], [1.3, -0.2, 0.6], [-0.5, 0.1, 0.2], [0.0, 0.4, 0.3], [0.0, 0.1, 0.6], [0.5, 0.2, 0.4], [-0.1, -0.2, 0.0], [0.0, 0.0, 0.2], [0.7, 0.2, -0.9], [0.3, 0.4, 0.1], [0.2, 0.2, -0.7], [-0.1, -0.2, 0.1], [-0.1, 0.0, -0.2]]}